No. 1
{
  "formula": "C14H13I2N2O2",
  "method": "wB97M-V/def2-TZVPD",
  "gap_ev": 7.31,
  "charge": -1,
  "species": ["C", "C", "I", "C", "I", "C", "O", "O", "H", "H", "H", "N", "C", "C", "C", "C", "C", "H", "H", "H", "H", "H", "N", "C", "C", "C", "C", "C", "H", "H", "H", "H", "H"],
  "xyz": [[0.234, -0.855, 2.378], [-1.196, -0.363, 2.434], [-1.380, 1.717, 2.622], [-2.319, -1.067, 2.336], [-2.206, -3.134, 2.063], [-3.759, -0.528, 2.367], [-4.240, -0.272, 1.252], [-4.225, -0.444, 3.512], [0.445, -1.276, 1.388], [0.382, -1.637, 3.132], [0.929, -0.041, 2.575], [-1.612, -0.722, -2.414], [-1.612, 0.010, -3.527], [-2.443, 1.099, -3.732], [-3.326, 1.450, -2.719], [-3.340, 0.704, -1.555], [-2.466, -0.371, -1.451], [-0.907, -0.295, -4.296], [-2.397, 1.656, -4.659], [-3.992, 2.296, -2.838], [-4.003, 0.920, -0.727], [-2.464, -0.966, -0.546], [3.529, -0.913, 1.174], [3.759, 0.324, 1.606], [4.322, 1.318, 0.819], [4.663, 1.011, -0.488], [4.425, -0.272, -0.952], [3.857, -1.193, -0.084], [3.466, 0.532, 2.629], [4.475, 2.310, 1.221], [5.097, 1.761, -1.137], [4.663, -0.556, -1.968], [3.641, -2.203, -0.416]],
  "forces_ev_per_a": [[-0.40, -0.08, 0.07], [-0.01, -0.49, -0.14], [-0.08, 0.23, 0.02], [0.55, 0.56, -0.03], [0.07, -0.19, -0.01], [-0.06, -0.13, 0.39], [-0.09, 0.08, -0.20], [-0.13, 0.07, -0.08], [0.07, 0.04, 0.17], [0.06, 0.07, -0.19], [-0.01, -0.11, -0.05], [0.01, 0.00, -0.01], [0.00, 0.00, 0.00], [0.00, 0.00, 0.01], [0.01, 0.01, 0.00], [-0.10, 0.10, -0.01], [0.10, -0.09, 0.01], [0.00, 0.01, -0.01], [0.01, -0.01, -0.01], [0.00, 0.00, 0.00], [0.04, -0.07, 0.05], [-0.04, 0.02, 0.01], [0.04, -0.03, 0.02], [-0.02, 0.00, 0.00], [-0.01, 0.00, 0.00], [0.00, 0.00, -0.01], [-0.01, 0.01, 0.00], [-0.03, 0.00, 0.00], [0.02, 0.01, 0.00], [0.00, 0.00, 0.01], [0.00, 0.00, 0.00], [0.00, -0.01, 0.00], [0.02, 0.00, -0.01]]
}

No. 2
{
  "formula": "C30H52N12NiO2S",
  "method": "wB97M-V/def2-TZVPD",
  "relative_energy_ev": 0.9317,
  "gap_ev": [7.38, 7.40],
  "multiplicity": 3,
  "charge": 2,
  "species": ["Ni", "C", "N", "C", "C", "N", "C", "C", "C", "C", "C", "C", "C", "C", "C", "N", "C", "N", "C", "C", "N", "C", "C", "C", "N", "C", "C", "H", "H", "H", "H", "H", "H", "H", "H", "H", "H", "H", "H", "H", "H", "H", "H", "H", "H", "H", "H", "H", "H", "H", "H", "H", "H", "H", "H", "H", "H", "N", "C", "C", "C", "C", "N", "C", "N", "N", "C", "O", "O", "H", "H", "H", "H", "H", "H", "H", "H", "H", "H", "H", "H", "H", "H", "C", "N", "C", "C", "N", "C", "S", "H", "H", "H", "H", "H", "H", "H", "H"],
  "xyz": [[-0.029, 0.525, 0.293], [-0.708, 2.864, -2.086], [0.040, 2.075, -3.042], [0.675, 2.881, -4.077], [0.244, 0.736, -2.932], [0.152, 0.132, -1.769], [0.143, -1.282, -1.690], [-0.790, -2.016, -2.375], [-0.809, -3.425, -2.293], [0.095, -4.069, -1.506], [1.051, -3.343, -0.746], [1.977, -4.043, 0.064], [2.888, -3.361, 0.815], [2.903, -1.956, 0.801], [2.049, -1.235, 0.005], [2.001, 0.176, 0.098], [3.102, 0.897, 0.165], [4.292, 0.550, -0.417], [5.523, 0.601, 0.357], [4.345, -0.274, -1.604], [3.082, 2.117, 0.755], [3.996, 3.182, 0.376], [2.192, 2.440, 1.852], [1.083, -1.925, -0.808], [0.600, 0.123, -4.112], [-0.215, 0.326, -5.301], [1.462, -1.040, -4.204], [-1.616, 3.263, -2.549], [-0.105, 3.712, -1.754], [-0.985, 2.297, -1.209], [1.252, 3.674, -3.597], [-0.071, 3.348, -4.723], [1.343, 2.277, -4.680], [-1.486, -1.496, -3.023], [-1.526, -3.987, -2.878], [0.110, -5.150, -1.448], [1.942, -5.124, 0.080], [3.586, -3.893, 1.446], [3.577, -1.422, 1.460], [5.346, 1.079, 1.316], [6.302, 1.154, -0.172], [5.884, -0.417, 0.538], [3.418, -0.157, -2.156], [4.503, -1.334, -1.380], [5.165, 0.076, -2.234], [4.444, 2.965, -0.589], [4.789, 3.321, 1.115], [3.430, 4.112, 0.308], [1.492, 1.635, 2.036], [1.633, 3.351, 1.635], [2.775, 2.600, 2.767], [-0.867, 1.186, -5.181], [-0.833, -0.559, -5.487], [0.416, 0.489, -6.175], [2.057, -1.155, -3.305], [2.137, -0.898, -5.051], [0.900, -1.964, -4.361], [-1.897, -0.472, 0.418], [-2.896, 0.539, 0.790], [-3.658, 1.038, -0.437], [-4.575, 0.011, -1.107], [-5.785, -0.395, -0.262], [-5.530, -1.441, 0.738], [-5.423, -2.737, 0.478], [-5.539, -3.187, -0.773], [-5.173, -3.600, 1.464], [-2.181, 1.732, 1.459], [-2.741, 2.333, 2.360], [-1.005, 2.019, 1.009], [-2.187, -1.080, -0.341], [-1.668, -1.051, 1.221], [-3.607, 0.165, 1.530], [-2.939, 1.418, -1.165], [-4.268, 1.889, -0.125], [-4.021, -0.881, -1.422], [-4.969, 0.449, -2.026], [-6.624, -0.718, -0.882], [-6.152, 0.462, 0.302], [-5.433, -1.156, 1.700], [-5.838, -2.570, -1.508], [-5.594, -4.175, -0.955], [-5.125, -3.295, 2.422], [-5.131, -4.590, 1.295], [1.896, -0.584, 5.377], [0.953, 0.477, 5.102], [0.825, 1.631, 5.989], [-0.303, 2.446, 5.333], [-0.464, 1.769, 4.051], [0.213, 0.622, 4.000], [0.182, -0.537, 2.737], [2.912, -0.288, 5.104], [1.619, -1.471, 4.817], [1.871, -0.807, 6.443], [1.768, 2.181, 6.032], [0.575, 1.304, 6.998], [-0.034, 3.491, 5.192], [-1.231, 2.401, 5.904], [-1.176, 2.019, 3.374]],
  "forces_ev_per_a": [[0.46, -0.67, -0.02], [-0.07, 0.06, 0.06], [-0.04, -0.04, 0.01], [0.00, -0.03, 0.00], [0.14, 0.05, 0.03], [-0.25, 0.19, -0.26], [0.08, 0.22, 0.07], [-0.01, -0.14, 0.04], [-0.02, 0.09, -0.03], [0.07, -0.01, 0.05], [-0.01, -0.13, 0.00], [-0.04, 0.01, -0.03], [0.00, 0.08, 0.00], [0.04, -0.08, -0.01], [-0.04, 0.13, -0.11], [0.25, 0.20, 0.15], [-0.19, 0.16, -0.09], [-0.11, -0.18, 0.15], [0.05, 0.08, -0.02], [-0.01, -0.02, -0.06], [0.01, -0.15, 0.04], [0.03, -0.03, 0.00], [-0.02, 0.12, 0.13], [-0.07, -0.10, -0.03], [-0.12, -0.12, 0.08], [0.01, 0.05, -0.02], [0.06, 0.01, -0.01], [0.03, 0.03, -0.04], [0.01, -0.01, 0.04], [0.04, -0.06, -0.02], [-0.01, 0.01, -0.02], [0.01, 0.01, -0.02], [0.01, 0.03, 0.01], [-0.01, 0.02, -0.01], [-0.02, 0.00, 0.00], [-0.01, -0.02, 0.00], [0.00, -0.01, 0.00], [0.01, -0.01, 0.01], [0.01, 0.01, -0.01], [0.00, -0.01, 0.01], [0.00, -0.01, -0.01], [0.00, 0.01, 0.00], [-0.05, -0.02, -0.04], [-0.01, 0.00, 0.00], [0.01, -0.01, 0.01], [0.01, 0.02, 0.01], [0.00, 0.02, -0.01], [0.01, 0.01, -0.01], [0.04, -0.04, -0.06], [-0.04, -0.04, -0.01], [0.01, 0.06, -0.03], [-0.03, -0.02, 0.00], [0.01, -0.01, -0.01], [0.01, 0.01, -0.01], [0.03, -0.01, 0.04], [0.02, 0.00, 0.00], [0.00, 0.01, -0.02], [-0.02, -0.01, 0.12], [-0.09, 0.10, -0.06], [-0.05, -0.01, 0.05], [-0.03, -0.03, 0.00], [-0.10, 0.02, 0.10], [0.11, -0.03, 0.03], [-0.04, 0.01, -0.05], [-0.04, 0.00, 0.03], [0.00, 0.01, 0.02], [0.30, 0.05, -0.30], [-0.22, -0.03, 0.07], [-0.40, 0.13, -0.03], [0.05, 0.12, -0.09], [-0.12, -0.04, 0.01], [0.09, -0.04, 0.05], [-0.01, -0.07, -0.03], [0.03, 0.04, 0.00], [0.02, -0.01, 0.01], [0.03, 0.04, -0.01], [0.04, 0.00, -0.04], [-0.01, 0.01, -0.05], [-0.01, 0.01, 0.00], [0.02, -0.01, -0.01], [0.02, 0.00, -0.01], [0.00, -0.01, 0.00], [0.00, 0.00, -0.01], [0.01, 0.02, 0.01], [-0.08, -0.06, 0.05], [0.00, 0.05, 0.04], [0.01, 0.04, 0.05], [0.21, -0.21, -0.10], [-0.08, -0.05, -0.02], [0.06, 0.09, 0.14], [0.01, 0.00, 0.01], [0.01, 0.00, -0.01], [0.00, -0.02, -0.01], [0.00, 0.00, -0.02], [0.01, 0.02, -0.01], [-0.01, 0.00, 0.01], [0.01, 0.00, 0.00], [-0.05, 0.16, 0.13]]
}

No. 3
{
  "formula": "C41H62As2N2O4P2PbS4",
  "method": "wB97M-V/def2-TZVPD",
  "relative_energy_ev": 0.0000,
  "gap_ev": 7.18,
  "species": ["Pb", "C", "N", "C", "C", "O", "C", "O", "C", "C", "O", "N", "C", "C", "H", "H", "H", "H", "H", "H", "H", "H", "H", "H", "H", "H", "H", "H", "H", "H", "O", "C", "S", "C", "C", "S", "S", "S", "C", "P", "C", "C", "C", "P", "C", "C", "H", "H", "H", "H", "H", "H", "H", "H", "H", "H", "H", "H", "H", "H", "H", "H", "C", "C", "As", "C", "C", "C", "C", "H", "H", "H", "H", "H", "H", "H", "H", "H", "H", "H", "H", "H", "H", "H", "C", "C", "C", "C", "C", "C", "As", "C", "C", "C", "C", "C", "C", "C", "C", "C", "C", "C", "C", "H", "H", "H", "H", "H", "H", "H", "H", "H", "H", "H", "H", "H", "H", "H"],
  "xyz": [[0.272, -1.155, -0.504], [3.529, -0.220, -4.865], [2.090, -0.026, -4.837], [1.312, -0.735, -5.844], [1.521, 0.604, -3.782], [2.157, 1.158, -2.895], [-0.004, 0.629, -3.776], [-0.550, 1.021, -2.540], [-0.447, 2.390, -2.227], [0.337, 2.639, -0.945], [0.726, 1.719, -0.242], [0.551, 3.942, -0.623], [1.295, 4.263, 0.580], [-0.120, 5.067, -1.251], [3.955, 0.206, -5.775], [3.968, 0.273, -4.002], [3.762, -1.287, -4.830], [1.960, -0.935, -6.695], [0.933, -1.688, -5.464], [0.478, -0.132, -6.201], [-0.353, 1.299, -4.574], [-0.393, -0.370, -3.970], [-0.005, 2.950, -3.053], [-1.463, 2.762, -2.060], [1.831, 3.380, 0.913], [2.006, 5.061, 0.360], [0.627, 4.599, 1.379], [-0.554, 4.798, -2.208], [-0.920, 5.445, -0.607], [0.596, 5.873, -1.418], [-3.356, -5.733, -4.567], [-2.744, -4.931, -3.913], [-0.996, -4.670, -4.041], [-0.868, -3.394, -2.836], [-2.006, -3.027, -2.220], [-2.235, -1.787, -0.995], [-3.473, -3.870, -2.699], [0.754, -2.760, -2.592], [-0.998, -4.978, 0.367], [0.281, -3.781, 0.884], [1.814, -4.718, 0.527], [0.183, -3.940, 2.723], [0.959, -2.862, 3.487], [0.355, -1.144, 3.157], [1.355, -0.255, 4.419], [-1.262, -1.211, 4.033], [-0.970, -5.867, 1.000], [-0.814, -5.265, -0.670], [-1.983, -4.513, 0.420], [1.770, -5.718, 0.964], [2.675, -4.181, 0.927], [1.926, -4.793, -0.555], [0.556, -4.935, 2.978], [-0.875, -3.912, 2.998], [2.016, -2.895, 3.205], [0.898, -3.042, 4.565], [1.263, -0.711, 5.408], [1.023, 0.783, 4.473], [2.404, -0.263, 4.116], [-1.202, -1.779, 4.965], [-2.024, -1.650, 3.386], [-1.572, -0.188, 4.258], [5.367, -3.066, 1.843], [5.164, -1.557, 1.739], [3.542, -1.127, 0.708], [3.701, 0.836, 0.572], [5.070, 1.462, 0.821], [4.104, -1.634, -1.114], [5.534, -1.328, -1.545], [6.294, -3.307, 2.365], [5.413, -3.531, 0.855], [4.547, -3.539, 2.390], [6.033, -1.079, 1.287], [5.034, -1.117, 2.730], [2.968, 1.235, 1.275], [3.322, 1.087, -0.422], [5.373, 1.364, 1.865], [5.046, 2.528, 0.584], [5.853, 1.011, 0.211], [3.396, -1.104, -1.760], [3.882, -2.697, -1.233], [5.718, -0.254, -1.587], [5.726, -1.733, -2.542], [6.268, -1.771, -0.869], [-4.543, 3.677, -2.827], [-4.073, 2.387, -3.034], [-3.532, 1.667, -1.976], [-3.469, 2.222, -0.697], [-3.941, 3.516, -0.499], [-4.472, 4.240, -1.559], [-2.696, 1.067, 0.688], [-4.365, 0.324, 1.396], [-4.611, 0.190, 2.760], [-5.752, -0.461, 3.213], [-6.657, -0.993, 2.306], [-6.415, -0.871, 0.944], [-5.277, -0.222, 0.493], [-2.245, 2.377, 2.070], [-3.154, 3.094, 2.847], [-2.710, 4.006, 3.794], [-1.348, 4.213, 3.979], [-0.434, 3.501, 3.215], [-0.880, 2.585, 2.268], [-4.963, 4.242, -3.649], [-4.122, 1.941, -4.020], [-3.146, 0.665, -2.143], [-3.888, 3.975, 0.479], [-4.835, 5.246, -1.391], [-3.912, 0.594, 3.482], [-5.930, -0.551, 4.277], [-7.545, -1.503, 2.658], [-7.112, -1.291, 0.229], [-5.096, -0.142, -0.572], [-4.219, 2.930, 2.727], [-3.428, 4.553, 4.393], [-1.002, 4.925, 4.718], [0.629, 3.652, 3.364], [-0.163, 2.023, 1.675]],
  "forces_ev_per_a": [[-0.08, 0.29, 0.19], [-0.04, -0.01, 0.01], [0.03, 0.01, 0.02], [0.01, 0.01, 0.07], [0.04, 0.05, -0.01], [-0.02, -0.12, 0.01], [-0.20, 0.04, 0.00], [0.30, -0.03, 0.17], [-0.06, 0.04, -0.06], [0.08, 0.12, -0.16], [0.06, 0.02, -0.09], [-0.03, -0.12, 0.03], [-0.01, 0.18, -0.02], [0.01, -0.06, 0.02], [-0.01, -0.02, -0.01], [-0.01, 0.01, 0.01], [0.01, 0.01, 0.01], [0.00, 0.01, -0.01], [0.01, -0.01, 0.03], [0.01, -0.01, 0.01], [-0.01, -0.04, -0.05], [-0.01, -0.02, 0.00], [0.08, -0.01, 0.01], [0.12, 0.10, -0.12], [0.01, -0.02, 0.01], [0.04, 0.00, -0.03], [0.14, 0.04, -0.23], [0.00, -0.01, 0.00], [-0.01, 0.00, 0.00], [0.02, 0.00, 0.00], [0.05, 0.06, 0.05], [-0.05, -0.05, -0.06], [0.01, 0.01, 0.01], [-0.04, 0.01, 0.00], [0.02, -0.02, 0.00], [-0.08, -0.15, -0.18], [0.00, 0.00, 0.01], [0.03, -0.04, -0.13], [0.06, 0.02, -0.01], [0.10, -0.19, 0.05], [-0.07, 0.06, 0.01], [0.00, 0.17, -0.06], [-0.02, -0.03, -0.08], [-0.05, 0.04, -0.12], [-0.04, -0.03, -0.06], [0.05, 0.02, -0.03], [0.00, -0.02, -0.02], [-0.02, 0.02, 0.01], [0.00, 0.00, 0.01], [0.02, -0.01, -0.02], [0.00, -0.01, 0.01], [0.01, 0.00, 0.01], [-0.05, -0.03, 0.07], [-0.01, 0.01, -0.02], [0.01, 0.04, 0.01], [0.04, -0.07, 0.01], [0.02, 0.01, -0.01], [0.01, -0.01, 0.00], [0.00, 0.01, 0.02], [-0.02, 0.03, 0.01], [-0.01, -0.01, 0.02], [-0.02, 0.00, -0.01], [-0.01, 0.05, 0.00], [0.02, -0.09, -0.07], [0.07, 0.02, 0.11], [0.03, 0.00, -0.01], [-0.04, -0.01, -0.01], [0.00, 0.02, -0.05], [-0.05, 0.00, -0.01], [0.00, -0.02, 0.01], [0.01, 0.00, 0.01], [0.00, 0.00, -0.01], [0.01, 0.00, 0.00], [0.00, 0.01, 0.02], [-0.03, 0.04, 0.00], [-0.01, -0.01, 0.00], [0.01, -0.02, -0.01], [0.00, 0.00, 0.03], [-0.01, 0.02, -0.01], [-0.01, -0.02, -0.02], [0.01, -0.02, 0.03], [0.00, -0.01, 0.01], [0.01, 0.02, 0.01], [0.00, 0.00, -0.01], [0.02, 0.01, 0.02], [0.00, -0.02, 0.03], [-0.24, -0.12, 0.03], [-0.10, -0.10, -0.07], [0.09, 0.00, 0.01], [0.02, 0.02, -0.03], [0.04, 0.00, 0.23], [-0.04, 0.02, -0.03], [0.04, -0.03, 0.00], [0.02, 0.01, -0.03], [0.01, 0.01, 0.00], [-0.01, -0.01, 0.02], [0.01, 0.05, 0.00], [0.09, 0.07, 0.00], [-0.06, 0.00, -0.01], [-0.02, 0.00, -0.01], [0.05, -0.02, -0.03], [-0.19, -0.07, 0.22], [-0.05, -0.16, 0.10], [0.00, 0.00, 0.01], [0.00, 0.00, 0.02], [-0.01, 0.05, 0.00], [0.00, -0.01, 0.05], [0.00, -0.01, -0.01], [0.01, -0.01, 0.00], [0.00, -0.01, 0.00], [0.01, 0.01, 0.00], [0.01, 0.01, 0.00], [-0.01, -0.02, 0.01], [0.00, 0.02, -0.03], [0.01, -0.01, -0.02], [-0.01, -0.01, 0.01], [-0.02, -0.03, 0.03], [-0.09, 0.07, 0.12]]
}